No. 1
{"formula": "C2H2FIO", "method": "wB97M-V/def2-TZVPD", "elements": ["C", "C", "O", "F", "I", "H", "H"], "positions_angstrom": [[-0.13, -1.00, -0.73], [0.84, -0.93, 0.35], [-0.93, -1.87, -0.91], [0.94, -1.97, 1.17], [2.70, 0.04, -0.10], [-0.21, -0.23, -1.50], [0.10, 0.21, 1.66]], "nbo_charge": [0.261, 0.092, -0.472, -0.332, 0.177, 0.154, 0.120], "lumo_ha": [-0.0530, -0.0530], "total_charge": 0, "relative_energy_kcal_mol": 74.16, "e_tot_ha": -550.05543}

---

No. 2
{"formula": "C2H2FLi2OSm", "method": "wB97M-V/def2-TZVPD", "elements": ["C", "C", "O", "H", "F", "H", "Li", "Sm", "Li"], "positions_angstrom": [[0.33, -0.43, 0.82], [-0.69, -1.19, 0.39], [0.69, 0.69, 0.09], [0.95, -0.57, 1.73], [-1.24, 0.77, -2.30], [-0.87, -2.04, 1.07], [-0.07, -0.42, -1.71], [2.30, 2.38, 0.27], [-1.42, 0.81, -0.35]], "mulliken_spin": [-0.001, -0.009, -0.028, -0.001, 0.000, -0.001, 0.001, 6.039, 0.001], "lumo_ha": [-0.2262, -0.2208], "s2": 12.0096, "total_charge": 1, "multiplicity": 7, "e_tot_ha": -925.30067}

---

No. 3
{"formula": "C2H2FLiMgO", "method": "wB97M-V/def2-TZVPD", "elements": ["H", "C", "C", "O", "Li", "Mg", "F", "H"], "positions_angstrom": [[0.78, 0.41, -1.37], [0.85, 0.23, 0.84], [0.55, -0.22, -0.37], [-0.70, -0.08, -0.86], [-0.92, -1.91, -1.66], [-2.05, 0.74, 0.43], [-0.17, 0.93, 1.51], [1.66, -0.09, 1.49]], "nbo_charge": [0.314, 0.150, -0.140, -1.082, 0.975, 0.971, -0.413, 0.224], "lumo_ha": [-0.1639, -0.1766], "s2": 0.7510, "total_charge": 1, "multiplicity": 2, "relative_energy_kcal_mol": 57.04, "e_tot_ha": -459.80443}

---

No. 4
{"formula": "C2H2FLiNaO2", "method": "wB97M-V/def2-TZVPD", "elements": ["H", "O", "C", "C", "O", "H", "Li", "Na", "F"], "positions_angstrom": [[0.23, -0.17, -1.53], [0.60, -0.14, 0.50], [-0.18, -0.08, -0.49], [-1.59, 0.03, -0.40], [-2.21, 0.14, 0.71], [-2.16, -0.01, -1.34], [-2.12, 0.20, 2.47], [2.81, -0.16, 0.52], [4.61, 0.19, -0.44]], "nbo_charge": [0.132, -0.735, 0.188, 0.185, -0.874, 0.137, 0.975, 0.976, -0.984], "lumo_ha": [-0.0567, -0.0590], "s2": 0.7566, "total_charge": 0, "multiplicity": 2, "relative_energy_kcal_mol": 0.00, "e_tot_ha": -497.62062}

---

No. 5
{"formula": "C2H2FLiO2Pr", "method": "wB97M-V/def2-TZVPD", "elements": ["H", "O", "C", "C", "O", "Li", "Pr", "F", "H"], "positions_angstrom": [[-1.04, -2.26, 1.01], [1.05, -2.36, -0.12], [0.17, -2.05, 0.73], [-0.56, -0.74, 0.45], [0.07, 0.10, -0.25], [1.61, -0.99, -1.23], [-0.48, 2.66, -0.74], [0.62, -2.06, 2.09], [-1.67, -0.71, 0.40]], "nbo_charge": [0.150, -0.810, 0.432, 0.391, -0.896, 0.971, 1.950, -0.357, 0.169], "lumo_ha": [-0.3711, -0.3689], "s2": 3.7518, "total_charge": 2, "multiplicity": 4, "relative_energy_kcal_mol": 13.54, "e_tot_ha": -851.54855}

---

No. 6
{"formula": "C2H2FLiO2Rh", "method": "wB97M-V/def2-TZVPD", "elements": ["H", "O", "C", "C", "O", "Li", "Rh", "F", "H"], "positions_angstrom": [[1.52, -1.28, 1.37], [-0.05, 0.11, 1.84], [0.57, -0.71, 1.08], [1.14, -0.12, -0.20], [0.40, 0.59, -0.90], [-0.96, 1.55, 1.31], [0.60, 1.45, -2.53], [-0.28, -1.76, 0.53], [2.22, -0.16, -0.40]], "nbo_charge": [0.372, -0.284, 0.273, 0.554, -0.642, 0.989, 1.727, -0.262, 0.273], "lumo_ha": [-0.5851, -0.6923], "s2": 6.0092, "total_charge": 3, "multiplicity": 5, "relative_energy_kcal_mol": 0.00, "e_tot_ha": -444.28563}